{"formula": "C5H10O2", "method": "the ωB97M-V functional and the def2-TZVPD basis", "multiplicity": 1, "homo_lumo_gap_ev": 9.571, "smiles": "CO[C@H]1C/C1=C/O.[H][H]", "homo_energy_ev": -8.604, "species": ["O", "O", "C", "C", "C", "C", "C", "H", "H", "H", "H", "H", "H", "H", "H", "H", "H"], "xyz": [[-0.6584, -0.6370, -1.0721], [1.9234, -1.9249, 0.5417], [0.5891, 0.0009, 0.8307], [1.2456, -1.0362, 1.3147], [-0.5462, 0.9131, 0.9639], [-0.0522, 0.4201, -0.4027], [-1.8896, -0.3229, -1.6681], [-1.7762, 0.4359, -2.4548], [2.3039, 1.7286, 0.5584], [1.5755, -1.8442, -0.3595], [1.3515, -1.2285, 2.3767], [-1.4418, 0.4853, 1.4018], [0.3679, 1.1977, -1.0547], [-0.3885, 1.9750, 1.1672], [2.2626, 1.0495, 0.8831], [-2.2592, -1.2520, -2.1062], [-2.6075, 0.0398, -0.9199]], "forces_ev_per_angstrom": [[-0.04, -0.09, -0.03], [-0.10, -0.10, -0.21], [-0.18, -0.59, 0.16], [-0.21, 0.26, 0.22], [-0.21, -0.01, 0.21], [0.18, -0.01, -0.02], [-0.33, 0.05, -0.18], [-0.04, -0.07, 0.07], [0.43, 0.13, 0.08], [0.16, -0.03, 0.11], [0.01, -0.05, -0.09], [-0.08, 0.12, -0.12], [0.04, -0.26, 0.22], [0.04, -0.27, -0.03], [0.32, 0.76, -0.25], [-0.06, 0.18, -0.01], [0.06, -0.03, -0.13]]}


{"formula": "C29H37IrN4O2PS2", "method": "the ωB97M-V functional and the def2-TZVPD basis", "total_charge": 2, "multiplicity": 2, "homo_lumo_gap_ev": [5.581, 5.451], "homo_energy_ev": [-12.543, -12.520], "species": ["Ir", "S", "S", "P", "O", "O", "N", "N", "N", "N", "C", "C", "C", "C", "C", "C", "C", "C", "C", "C", "C", "C", "C", "C", "C", "C", "C", "C", "C", "C", "C", "C", "C", "C", "C", "C", "C", "C", "C", "H", "H", "H", "H", "H", "H", "H", "H", "H", "H", "H", "H", "H", "H", "H", "H", "H", "H", "H", "H", "H", "H", "H", "H", "H", "H", "H", "H", "H", "H", "H", "H", "H", "H", "H", "H", "H"], "xyz": [[-1.0905, 1.2105, 0.4288], [-0.2916, 1.3505, 2.5780], [0.3342, 2.3396, -2.5419], [1.0642, -1.3474, 2.0407], [-0.3576, -1.2779, -2.0788], [-0.1718, 0.9419, -1.7479], [-0.1011, 3.6652, 3.8377], [-1.7373, 3.0048, 0.7791], [-1.2629, 3.7101, 1.8664], [-2.7066, 1.3869, -0.9059], [0.7717, 2.0656, -5.3165], [3.1161, -1.0791, -2.1036], [2.7829, -2.3415, -1.6241], [2.4752, -1.9279, 3.1404], [-3.0141, 0.5321, -1.8858], [-0.1848, -3.9651, 1.8691], [1.9700, -2.1340, 4.5678], [0.5736, -0.1658, -6.2615], [-3.2024, 2.6401, -0.9596], [-4.3182, 2.1855, -3.0119], [3.4708, -0.7621, 3.1123], [2.1324, -2.4750, -0.4085], [0.2329, 0.1670, -3.9267], [-0.0981, -0.2315, -2.5742], [0.8141, 1.2023, -6.4016], [3.1848, -3.1946, 2.6566], [2.7997, 0.0443, -1.3567], [-1.1680, -2.2547, 3.3989], [-1.3163, -1.9613, 0.9374], [-4.0047, 3.0765, -1.9950], [1.7990, -1.3548, 0.3613], [2.1489, -0.0979, -0.1357], [0.2810, -0.6952, -5.0208], [-2.7650, 3.4831, 0.1498], [-0.5784, 3.0236, 2.7865], [-3.8232, 0.8943, -2.9501], [-3.4746, 4.7311, 0.5488], [0.4709, 1.5142, -4.0823], [-0.4388, -2.4660, 2.0664], [-3.5730, 4.7825, 1.6341], [3.0270, 0.1526, 3.5127], [0.9692, 3.1218, -5.4391], [1.9404, 0.7831, 0.4640], [-1.4417, -1.2073, 3.5473], [4.3342, -1.0192, 3.7309], [-0.9041, -2.1882, -0.0420], [-2.9468, 5.6247, 0.2020], [3.6358, -0.9767, -3.0479], [-1.4232, 4.7054, 1.9022], [-2.3193, -2.3953, 1.0074], [3.0705, 1.0308, -1.7141], [3.0465, -3.2236, -2.1931], [1.3918, -3.0521, 4.6668], [0.3845, 3.1379, 4.5484], [-1.1349, -4.5077, 1.8486], [-4.3620, 4.0961, -2.0219], [1.8908, -3.4679, -0.0571], [-2.0880, -2.8460, 3.3936], [2.8306, -2.2234, 5.2354], [2.5258, -4.0617, 2.6477], [0.0907, -1.7512, -4.8782], [0.6183, -0.8089, -7.1293], [-4.4750, 4.7503, 0.1266], [-0.5826, -2.5751, 4.2544], [3.8350, -0.5584, 2.1042], [0.3236, -4.1801, 0.9318], [0.3974, -4.3714, 2.6945], [1.3652, -1.2936, 4.9171], [-0.2998, 4.6340, 4.0346], [-2.6123, -0.4684, -1.7942], [-1.5010, -0.8579, 1.0134], [4.0124, -3.4247, 3.3335], [-4.0542, 0.1640, -3.7127], [-4.9397, 2.5004, -3.8391], [3.6095, -3.0646, 1.6615], [1.0423, 1.6025, -7.3809]], "forces_ev_per_angstrom": [[-0.42, -0.49, 1.03], [0.68, -0.39, -0.04], [-0.06, 0.25, -0.01], [-0.07, 0.21, 0.10], [-0.20, -0.05, -0.07], [0.40, -0.19, -0.68], [-0.14, -0.06, 0.08], [-0.68, 0.68, -0.06], [0.06, 0.06, -0.14], [0.36, -0.26, -0.66], [0.06, -0.03, -0.15], [-0.01, -0.03, 0.00], [-0.02, 0.05, -0.01], [-0.08, -0.20, -0.29], [-0.29, -0.14, 0.22], [-0.15, -0.01, 0.00], [0.09, 0.05, 0.06], [-0.03, -0.11, 0.05], [0.07, 0.05, 0.09], [0.01, 0.03, -0.03], [0.03, 0.01, 0.10], [-0.08, -0.05, 0.00], [-0.05, -0.38, -0.15], [0.05, 0.13, 0.41], [0.06, 0.15, 0.05], [0.03, 0.01, 0.03], [0.03, 0.00, 0.02], [-0.13, 0.05, -0.08], [-0.31, -0.17, -0.36], [-0.12, -0.04, 0.00], [0.06, -0.12, -0.03], [0.10, -0.01, 0.04], [0.03, -0.09, -0.03], [0.01, 0.14, -0.07], [-0.01, 0.41, 0.22], [-0.06, -0.03, 0.05], [0.12, 0.08, -0.05], [-0.02, 0.43, 0.32], [0.41, -0.21, 0.10], [-0.04, 0.00, 0.00], [0.00, 0.00, 0.00], [-0.02, -0.01, 0.00], [-0.01, 0.00, -0.03], [0.00, 0.00, 0.01], [-0.01, 0.02, -0.01], [0.01, 0.05, -0.01], [-0.01, 0.00, 0.01], [0.01, 0.00, 0.00], [0.02, 0.05, -0.05], [0.03, 0.01, -0.01], [0.03, -0.01, 0.02], [-0.03, 0.00, 0.00], [-0.01, 0.00, -0.01], [0.04, 0.01, -0.03], [0.00, 0.05, 0.03], [-0.03, -0.02, 0.02], [0.06, 0.00, 0.01], [0.00, 0.04, -0.01], [-0.01, 0.00, -0.01], [0.00, 0.00, -0.03], [0.01, 0.00, -0.02], [-0.01, 0.01, 0.01], [0.00, 0.00, -0.01], [0.02, -0.02, 0.01], [0.00, -0.01, 0.00], [0.03, -0.02, 0.02], [0.03, -0.02, -0.02], [-0.01, -0.01, 0.00], [0.01, 0.01, 0.00], [0.05, 0.03, -0.02], [0.09, 0.05, 0.00], [-0.02, 0.03, 0.01], [0.01, 0.01, -0.01], [0.01, 0.00, 0.00], [0.00, -0.01, 0.01], [0.00, 0.00, 0.01]]}


{"formula": "C8H25BCeN2O2P2", "method": "the ωB97M-V functional and the def2-TZVPD basis", "total_charge": 2, "multiplicity": 3, "homo_lumo_gap_ev": [6.370, 5.908], "homo_energy_ev": [-16.153, -16.700], "species": ["Ce", "P", "P", "O", "O", "N", "N", "C", "C", "C", "C", "C", "C", "C", "C", "B", "H", "H", "H", "H", "H", "H", "H", "H", "H", "H", "H", "H", "H", "H", "H", "H", "H", "H", "H", "H", "H", "H", "H", "H", "H"], "xyz": [[0.0000, 0.0000, 0.0000], [0.2231, 2.3504, -0.0667], [0.2795, -2.3520, -0.1667], [0.5801, 0.2392, 4.1831], [-2.4778, -0.1210, 1.7991], [1.4761, 0.0580, 1.9066], [-1.4836, -0.0235, -2.9344], [1.9106, 3.0170, 0.4338], [1.1216, -3.0662, -1.6920], [-1.5359, -0.0778, 1.1622], [0.0112, 3.2528, -1.7060], [1.0178, 0.1508, 3.0735], [-1.2386, -3.4624, -0.0677], [-0.8814, 3.4027, 1.0380], [1.3394, -3.1245, 1.1834], [-0.3601, 0.0404, -4.1214], [-1.7714, -3.2894, 0.8677], [2.3413, -2.6952, 1.1638], [-0.9997, 3.1149, -2.0887], [-0.4596, -0.8428, -4.7311], [-1.9125, -3.2557, -0.8991], [-2.0112, -0.8769, -3.0404], [2.1002, -2.6056, -1.8291], [1.3473, 0.0385, -1.0678], [-2.0844, 0.7826, -3.0199], [0.5795, 0.0721, -3.6612], [-0.6319, 4.4592, 0.9369], [-0.5329, 0.9302, -4.7046], [-0.9482, -4.5124, -0.1106], [1.2537, -4.1437, -1.5935], [0.1927, 4.3208, -1.5839], [0.8976, -2.9351, 2.1619], [-0.7522, 3.1143, 2.0813], [2.1456, 2.7165, 1.4549], [-1.9278, 3.2657, 0.7652], [2.6789, 2.6227, -0.2317], [1.9283, 4.1056, 0.3777], [0.5220, -2.8705, -2.5814], [-1.0021, -0.0141, -2.0376], [0.7176, 2.8645, -2.4405], [1.4209, -4.2021, 1.0408]], "forces_ev_per_angstrom": [[4.15, 0.11, 0.05], [1.65, 9.96, -0.04], [1.69, -9.58, -0.53], [1.33, -0.26, -3.18], [-0.61, -0.08, 0.40], [-2.84, 0.29, 0.74], [0.05, -0.02, 0.21], [-0.15, -0.69, 0.00], [-0.26, 0.74, 0.15], [-6.34, -0.38, 5.17], [-0.10, -0.97, 0.03], [-0.24, 0.06, 0.66], [-0.10, 0.94, 0.01], [-0.14, -0.93, 0.01], [-0.11, 0.71, 0.03], [-2.70, -0.11, 0.62], [0.02, 0.02, 0.00], [-0.09, 0.10, -0.02], [-0.04, 0.05, -0.03], [-0.56, -3.27, -1.86], [-0.04, -0.04, -0.02], [-0.39, -0.20, 0.11], [0.01, 0.02, 0.01], [3.03, 0.08, -2.43], [-0.39, 0.16, 0.14], [5.00, 0.16, 2.95], [0.27, -0.11, -0.24], [-0.83, 3.25, -1.76], [0.32, 0.12, -0.06], [-0.13, 0.03, 0.27], [0.02, -0.08, 0.34], [-0.01, 0.08, -0.06], [0.03, -0.04, 0.01], [-0.10, -0.11, -0.08], [-0.01, -0.02, -0.01], [0.01, -0.03, 0.00], [-0.33, -0.02, -0.18], [0.01, 0.05, -0.05], [-0.86, 0.02, -1.02], [-0.01, -0.04, -0.03], [-0.24, 0.02, -0.33]]}


| no. | calculated total energy (hartree) |
| --- | --- |
| 1 | -346.84822 |
| 2 | -2738.27817 |
| 3 | -1761.40971 |